1.
Density functional theory data (ωB97M-V/def2-TZVPD) for a 2-piece molecular cluster, C6H15O overall at a distorted geometry.

The geometry in XYZ format:
```
22
Properties=species:S:1:pos:R:3:mulliken_charge:R:1
C 1.394 -1.979 0.519 -1.18
C 1.792 -0.679 -0.226 -0.58
C 1.497 0.621 0.635 -0.14
C 1.697 1.833 -0.271 -1.25
H 2.032 -2.284 1.343 0.36
H 1.464 -2.781 -0.177 0.33
H 0.325 -1.869 0.916 0.22
H 1.203 -0.543 -1.143 0.28
H 2.853 -0.704 -0.536 0.48
H 2.200 0.711 1.519 0.34
H 0.407 0.587 1.008 0.17
H 2.763 1.914 -0.633 0.29
H 1.476 2.773 0.302 0.32
H 0.968 1.768 -1.080 0.34
C -2.439 -0.603 -0.322 -0.61
O -1.125 -0.443 0.015 -0.63
C -3.139 0.776 -0.297 -1.02
H -2.953 -1.283 0.448 0.22
H -2.571 -1.085 -1.295 0.25
H -4.267 0.678 -0.216 0.34
H -2.855 1.380 -1.155 0.23
H -2.723 1.211 0.647 0.23
```

* energy relative to the best compared isomer or geometry (same formula, charge and spin): 0.550 eV
* HOMO energy: -2.53 eV
* charge: -1

---

2.
Density functional theory data (ωB97M-V/def2-TZVPD) for a 2-piece molecular cluster, C6H15O overall at a distorted geometry.

The geometry in XYZ format:
```
22
Properties=species:S:1:pos:R:3:mulliken_charge:R:1
H -2.746 1.156 -0.104 0.46
C -1.623 0.314 0.430 -1.06
C -0.427 0.477 -0.466 -0.70
C 0.820 -0.313 -0.010 2.06
C 1.243 0.161 1.385 -1.74
C 1.966 -0.062 -0.997 -1.85
C 0.495 -1.812 0.016 -1.75
H -1.505 0.756 1.413 0.42
H -2.063 -0.676 0.398 0.36
H -0.715 0.180 -1.503 0.33
H -0.187 1.565 -0.541 0.34
H 0.453 -0.037 2.127 0.38
H 2.134 -0.392 1.707 0.45
H 1.459 1.227 1.432 0.36
H 1.731 -0.383 -2.015 0.40
H 2.252 0.992 -1.060 0.40
H 2.853 -0.617 -0.682 0.42
H 0.162 -2.198 -0.946 0.36
H 1.383 -2.374 0.331 0.45
H -0.301 -2.032 0.744 0.38
O -3.434 1.686 -0.615 -0.78
H -3.950 2.382 -1.042 0.32
```

* energy relative to the best compared isomer or geometry (same formula, charge and spin): 1.437 eV
* HOMO energy (alpha / beta): -9.39 / -10.35 eV
* expectation value of S²: 0.753
* multiplicity: 2

---

3.
Density functional theory data (ωB97M-V/def2-TZVPD) for a 2-piece molecular cluster, C6H15OS overall at a distorted geometry.

The geometry in XYZ format:
```
23
Properties=species:S:1:pos:R:3:mulliken_charge:R:1
C -0.902 -2.372 -1.593 -1.12
C -1.512 -1.746 -0.262 -0.17
S -2.838 -0.575 -0.779 -0.13
C -2.681 0.604 0.574 -0.18
H -0.299 -3.238 -1.390 0.35
H -0.267 -1.593 -2.038 0.28
H -1.706 -2.761 -2.239 0.33
H -0.764 -1.189 0.343 0.17
H -1.936 -2.492 0.427 0.38
H -3.157 0.192 1.497 0.27
H -1.546 0.708 0.788 -0.19
H -3.152 1.562 0.317 0.36
C 0.723 1.654 0.695 -0.32
O 0.048 0.446 0.570 -0.57
C 2.039 1.601 -0.067 -0.64
C 2.956 0.377 0.466 -0.96
H 0.975 1.958 1.740 0.27
H 0.161 2.505 0.246 0.29
H 2.614 2.569 0.013 0.32
H 1.811 1.397 -1.084 0.37
H 3.685 0.126 -0.330 0.29
H 2.288 -0.457 0.740 0.27
H 3.460 0.725 1.367 0.30
```

* energy relative to the best compared isomer or geometry (same formula, charge and spin): 0.634 eV
* HOMO energy (alpha / beta): -8.20 / -8.16 eV
* expectation value of S²: 0.755
* multiplicity: 2

---

4.
Density functional theory data (ωB97M-V/def2-TZVPD) for a 2-piece molecular cluster, C6H15P overall at a distorted geometry.

The geometry in XYZ format:
```
22
Properties=species:S:1:pos:R:3:mulliken_charge:R:1
C -1.921 -0.092 0.574 0.00
C -2.445 1.234 0.214 -0.84
C -2.382 -1.288 -0.158 -1.12
C 1.861 -1.229 0.847 -1.18
C 1.161 1.327 0.562 -1.15
C 1.992 -0.075 -1.627 -1.30
P 0.763 -0.198 -0.240 0.46
H -3.168 1.217 1.000 0.36
H -1.822 2.074 0.476 0.34
H -3.134 1.299 -0.777 0.18
H -2.706 -1.043 -1.131 0.33
H -3.096 -1.665 0.544 0.43
H -1.506 -1.922 -0.042 0.30
H 1.325 -1.482 1.811 0.32
H 1.973 -2.227 0.356 0.37
H 2.862 -0.890 1.188 0.38
H 0.731 2.134 -0.020 0.35
H 0.683 1.346 1.626 0.29
H 2.290 1.527 0.536 0.39
H 2.009 -0.966 -2.287 0.34
H 1.638 0.734 -2.256 0.37
H 2.892 0.185 -1.197 0.39
```

* energy relative to the best compared isomer or geometry (same formula, charge and spin): 3.669 eV
* HOMO energy: -7.32 eV

---

5.
Density functional theory data (ωB97M-V/def2-TZVPD) for a 2-piece molecular cluster, C6H15S overall.

The geometry in XYZ format:
```
22
Properties=species:S:1:pos:R:3:mulliken_charge:R:1
C 3.059 -1.370 -0.899 -1.11
C 1.847 -1.038 -1.779 -0.41
S 0.288 -1.218 -0.869 -0.62
H 2.973 -2.370 -0.526 0.27
H 3.073 -0.722 -0.011 0.26
H 4.021 -1.281 -1.425 0.36
H 1.829 -1.720 -2.655 0.23
H 1.926 -0.004 -2.153 0.22
C -1.478 1.852 -0.814 -1.15
C -1.164 -0.566 2.215 -1.08
C -1.879 0.223 1.099 -0.57
C -1.004 1.350 0.557 -0.18
H -1.428 1.036 -1.548 0.23
H -0.779 2.631 -1.227 0.30
H -2.507 2.264 -0.798 0.35
H -1.780 -1.356 2.607 0.33
H -0.852 0.065 3.053 0.31
H -0.282 -1.018 1.755 0.17
H -2.878 0.601 1.429 0.41
H -2.076 -0.487 0.298 0.26
H -0.917 2.186 1.283 0.41
H 0.006 0.942 0.406 0.01
```

* energy relative to the best compared isomer or geometry (same formula, charge and spin): 0.179 eV
* HOMO energy: -2.37 eV
* charge: -1

---

6.
Density functional theory data (ωB97M-V/def2-TZVPD) for a 2-piece molecular cluster, C6H16 overall at a distorted geometry.

The geometry in XYZ format:
```
22
Properties=species:S:1:pos:R:3:mulliken_charge:R:1
C 0.189 -2.327 -1.381 -0.28
C 0.448 -3.170 -0.110 -1.01
C -1.197 -1.688 -1.436 -1.11
H 0.417 -2.943 -2.255 0.32
H 0.983 -1.592 -1.426 0.28
H 1.025 -2.575 0.599 0.25
H -0.453 -3.536 0.380 0.31
H -1.912 -2.450 -1.746 0.35
H 1.068 -4.012 -0.400 0.31
H -1.285 -0.947 -2.236 0.31
H -1.289 -1.185 -0.475 0.27
C 0.277 1.810 0.913 0.12
C 1.080 2.849 0.134 -1.24
C -0.698 2.414 1.895 -1.20
H -0.294 1.428 0.062 0.04
H 0.843 0.977 1.322 0.33
H 1.712 3.511 0.718 0.34
H 0.475 3.509 -0.491 0.32
H -0.194 2.758 2.799 0.31
H -1.432 3.110 1.499 0.34
H 1.714 2.347 -0.604 0.33
H -1.478 1.713 2.238 0.33
```

* energy relative to the best compared isomer or geometry (same formula, charge and spin): 0.789 eV
* HOMO energy: -11.15 eV
* structure (SMILES): CCC.CCC